# 1
{"formula": "H16O8", "method": "ωB97M-V/def2-TZVPD", "charge": 0, "orbital_gap_ev": 9.77, "lumo_ev": -0.48, "smiles": "O.O.O.O.O.O.O.O", "fmax_ev_per_a": 3.16, "de_lowest_ev": 2.666, "e_tot_ev": -16639.3445, "multiplicity": 1, "homo_ev": -10.252, "species": ["O", "H", "H", "O", "H", "H", "O", "H", "H", "O", "H", "H", "O", "H", "H", "O", "H", "H", "O", "H", "H", "O", "H", "H"], "coordinates": [[1.20633, -2.61567, 2.27242], [0.82433, -2.06567, 2.95342], [0.83333, -2.34767, 1.41542], [1.42833, -1.83867, -1.44758], [1.91633, -1.27567, -2.08558], [1.81133, -2.71267, -1.54258], [-0.02667, 0.04933, -0.40358], [0.44033, -0.70167, -0.81358], [-0.18467, 0.75433, -1.05858], [-2.50167, 0.23733, 0.70342], [-2.65267, 1.07733, 0.22042], [-1.61167, 0.09333, 0.52942], [-1.86367, 3.28433, 0.08942], [-1.15267, 3.61133, 0.66242], [-1.39667, 2.99833, -0.71058], [-0.82167, -2.60867, 0.31042], [-0.89067, -1.91267, -0.32458], [-0.49067, -3.39567, -0.09158], [1.38933, 0.57233, 1.85742], [0.98933, 0.36933, 1.01042], [2.28533, 0.23633, 1.69742], [-0.16767, 2.50533, -1.78558], [0.57433, 2.40933, -1.22158], [0.06233, 3.27633, -2.23658]], "forces_ev_per_a": [[0.7, -0.5, -0.5], [-0.3, 0.4, -0.1], [-0.3, 0.1, 0.8], [0.8, 0.6, -1.0], [-0.3, -0.6, 0.5], [0.0, -0.2, 0.1], [0.1, 0.6, -0.5], [0.0, 0.3, 0.0], [-0.1, -0.9, 0.1], [-2.9, 1.2, -0.1], [-0.1, -0.5, 0.7], [2.6, -0.7, -0.2], [0.1, 0.2, 0.3], [-0.4, -0.2, 0.0], [-0.2, 0.1, 0.2], [-0.2, 0.0, 1.4], [-0.3, 0.4, -0.8], [0.2, -0.6, -0.7], [1.1, 0.0, 0.1], [-0.8, 0.0, -0.3], [-0.2, 0.1, 0.6], [-0.8, -1.6, -0.1], [1.3, -0.3, 1.3], [0.2, 2.1, -1.7]], "lowdin_charge": [-0.08, 0.03, -0.01, -0.04, 0.09, 0.08, -0.08, 0.00, 0.05, -0.04, 0.03, -0.07, -0.07, 0.05, -0.03, -0.01, 0.00, 0.04, -0.07, -0.04, 0.04, 0.01, 0.05, 0.06]}

=====

# 2
{"formula": "H16O8", "method": "ωB97M-V/def2-TZVPD", "charge": 0, "orbital_gap_ev": 9.24, "lumo_ev": -0.45, "smiles": "O.O.O.O.O.O.O.O", "fmax_ev_per_a": 2.33, "de_lowest_ev": 2.598, "e_tot_ev": -16639.4128, "multiplicity": 1, "homo_ev": -9.689, "species": ["O", "H", "H", "O", "H", "H", "O", "H", "H", "O", "H", "H", "O", "H", "H", "O", "H", "H", "O", "H", "H", "O", "H", "H"], "coordinates": [[-2.42077, -1.97412, -0.18737], [-2.76035, -1.09125, -0.45338], [-1.97548, -2.10932, -1.03512], [1.70770, 0.12769, -1.90629], [1.05999, -0.29239, -1.36559], [1.16161, 0.73295, -2.39610], [-1.34499, 2.32098, -0.34430], [-1.84759, 1.91531, -1.03825], [-1.19448, 1.60551, 0.25392], [-4.27177, -1.55296, 1.59069], [-4.52390, -0.62556, 1.69917], [-3.53248, -1.63211, 0.98109], [-0.09246, -0.17345, 0.64847], [-0.71210, -0.87904, 0.56562], [0.72160, -0.68450, 0.82058], [2.15581, -1.77898, 0.71204], [2.21166, -2.73609, 0.74346], [2.49246, -1.42972, 1.52356], [3.17380, 1.06308, 0.29321], [4.08623, 1.05038, -0.02387], [2.70807, 0.56781, -0.36968], [1.18610, 2.84419, -0.44903], [0.26942, 2.45884, -0.36704], [1.74194, 2.27277, 0.10420]], "forces_ev_per_a": [[0.6, 1.5, -1.7], [-0.2, -0.4, 0.6], [0.3, -1.1, 0.1], [0.6, -0.3, -0.6], [-0.7, -0.7, 1.0], [0.1, 0.9, -0.4], [-0.8, 0.7, -0.1], [-0.4, -0.1, -0.8], [0.3, -0.9, 1.1], [-0.6, 0.3, 0.5], [0.3, -0.3, -0.1], [-0.4, 0.0, 0.5], [0.8, 0.5, -0.1], [-1.2, -0.9, 0.0], [0.0, 0.3, -0.1], [-0.5, -0.2, -0.9], [0.0, -0.1, 0.2], [0.7, 0.2, 0.8], [1.0, 0.1, 1.0], [-0.2, 0.2, 0.2], [-0.5, -0.4, -1.0], [-0.8, -0.7, 0.3], [1.5, 1.0, -0.4], [0.1, 0.4, -0.3]], "lowdin_charge": [-0.05, 0.08, 0.08, -0.02, -0.01, 0.05, -0.01, 0.05, 0.01, -0.06, 0.04, -0.05, -0.04, 0.00, 0.01, -0.02, 0.07, 0.05, -0.05, 0.07, -0.03, -0.11, -0.03, -0.02]}

=====

# 3
{"formula": "H16O8", "method": "ωB97M-V/def2-TZVPD", "charge": 0, "orbital_gap_ev": 11.47, "lumo_ev": 0.13, "smiles": "O.O.O.O.O.O.O.O", "fmax_ev_per_a": 0.29, "de_lowest_ev": 3.017, "e_tot_ev": -16638.9932, "multiplicity": 1, "homo_ev": -11.335, "species": ["O", "H", "H", "O", "H", "H", "O", "H", "H", "O", "H", "H", "O", "H", "H", "O", "H", "H", "O", "H", "H", "O", "H", "H"], "coordinates": [[7.37745, 0.54804, 1.18713], [7.34076, 1.50101, 1.26919], [6.54570, 0.24370, 1.55017], [-5.87436, 1.36657, -4.54183], [-6.57742, 0.84774, -4.15096], [-5.59301, 1.95552, -3.84169], [-1.32385, 4.71772, 0.76019], [-2.12188, 5.20286, 0.96998], [-0.61415, 5.33526, 0.93681], [-6.36839, -1.87603, -0.02299], [-5.55096, -1.50130, -0.35102], [-7.02564, -1.62270, -0.67112], [-0.74250, -4.07945, -3.50089], [-0.45847, -3.88576, -4.39422], [-0.51541, -3.29507, -3.00148], [3.84438, -4.19840, 2.66742], [3.58374, -3.28610, 2.79395], [3.08389, -4.70659, 2.94960], [3.44944, 1.51386, 3.38186], [2.87140, 1.75160, 4.10682], [4.04713, 2.25680, 3.29793], [0.17123, 0.09427, -0.70071], [0.82903, 0.23878, -0.02052], [-0.37810, 0.87769, -0.67363]], "forces_ev_per_a": [[0.2, -0.1, -0.1], [0.0, 0.2, 0.0], [-0.2, -0.2, 0.1], [0.1, 0.0, -0.2], [-0.2, -0.2, 0.0], [0.1, 0.2, 0.1], [0.0, -0.2, -0.1], [-0.2, 0.1, 0.0], [0.2, 0.1, 0.0], [-0.1, -0.1, 0.2], [0.3, 0.0, -0.1], [-0.2, 0.0, -0.1], [-0.1, -0.2, 0.1], [0.1, 0.0, -0.2], [0.1, 0.2, 0.2], [0.2, -0.1, -0.1], [0.0, 0.3, 0.0], [-0.2, -0.2, 0.1], [0.0, -0.2, -0.2], [-0.2, 0.0, 0.2], [0.2, 0.2, 0.0], [0.0, -0.2, -0.2], [0.2, 0.0, 0.2], [-0.2, 0.2, 0.0]], "lowdin_charge": [-0.05, 0.02, 0.02, -0.05, 0.02, 0.03, -0.06, 0.03, 0.03, -0.05, 0.03, 0.02, -0.05, 0.03, 0.03, -0.05, 0.03, 0.03, -0.05, 0.03, 0.03, -0.05, 0.03, 0.03]}

=====

# 4
{"formula": "H16O8", "method": "ωB97M-V/def2-TZVPD", "charge": 0, "orbital_gap_ev": 11.53, "lumo_ev": 0.19, "smiles": "O.O.O.O.O.O.O.O", "fmax_ev_per_a": 0.38, "de_lowest_ev": 2.685, "e_tot_ev": -16639.3256, "multiplicity": 1, "homo_ev": -11.341, "species": ["O", "H", "H", "O", "H", "H", "O", "H", "H", "O", "H", "H", "O", "H", "H", "O", "H", "H", "O", "H", "H", "O", "H", "H"], "coordinates": [[-2.68328, -2.01427, 2.05121], [-2.27432, -2.82543, 1.74955], [-2.08100, -1.32412, 1.77339], [1.18119, 0.46902, 4.15301], [1.36462, -0.27679, 3.58173], [0.37185, 0.23139, 4.60547], [-2.09081, -0.55030, -4.14387], [-2.79010, -0.02336, -4.53058], [-1.70288, -1.01542, -4.88509], [1.86596, -4.05183, -2.03768], [1.72593, -3.26182, -2.55970], [2.81769, -4.14129, -1.98831], [4.94922, 3.40865, -0.20092], [4.49045, 3.68664, 0.59185], [5.72763, 3.96465, -0.23518], [-0.44656, 0.47661, -0.40757], [0.21507, 1.16819, -0.39389], [-0.80393, 0.50390, -1.29514], [-5.42299, -2.67313, -1.43181], [-4.56554, -2.36182, -1.72182], [-5.58825, -2.19747, -0.61776], [2.26897, 4.41573, 2.57925], [1.42661, 4.76012, 2.28251], [2.04453, 3.63224, 3.08124]], "forces_ev_per_a": [[-0.2, 0.0, 0.2], [0.1, -0.2, -0.1], [0.2, 0.3, -0.2], [0.1, 0.3, 0.0], [0.1, -0.2, -0.2], [-0.2, 0.0, 0.1], [0.1, 0.0, 0.3], [-0.2, 0.2, -0.1], [0.1, -0.2, -0.2], [-0.2, -0.1, 0.1], [-0.1, 0.2, -0.1], [0.2, -0.1, 0.0], [0.0, -0.2, -0.2], [-0.2, 0.1, 0.3], [0.2, 0.1, 0.0], [-0.1, -0.2, 0.2], [0.2, 0.2, 0.1], [-0.2, -0.1, -0.3], [-0.2, -0.1, -0.2], [0.2, 0.1, -0.1], [0.0, 0.1, 0.3], [0.3, 0.1, -0.1], [-0.2, 0.1, -0.1], [0.0, -0.3, 0.2]], "lowdin_charge": [-0.05, 0.03, 0.02, -0.05, 0.03, 0.03, -0.05, 0.03, 0.03, -0.05, 0.03, 0.03, -0.06, 0.02, 0.03, -0.05, 0.03, 0.02, -0.05, 0.02, 0.03, -0.05, 0.03, 0.03]}

=====

# 5
{"formula": "H16O8", "method": "ωB97M-V/def2-TZVPD", "charge": 0, "orbital_gap_ev": 8.89, "lumo_ev": -0.61, "smiles": "O.O.O.O.O.O.O.O", "fmax_ev_per_a": 1.24, "de_lowest_ev": 3.000, "e_tot_ev": -16639.0104, "multiplicity": 1, "homo_ev": -9.506, "species": ["O", "H", "H", "O", "H", "H", "O", "H", "H", "O", "H", "H", "O", "H", "H", "O", "H", "H", "O", "H", "H", "O", "H", "H"], "coordinates": [[-3.67638, -0.87129, 0.12071], [-3.03752, -0.30341, -0.31010], [-4.49290, -0.71789, -0.35470], [2.01273, 0.00045, 1.18778], [2.34701, 0.61478, 0.53428], [2.77161, -0.20596, 1.73343], [-1.59392, -2.79301, 0.05403], [-1.75668, -1.85426, -0.03815], [-0.74239, -2.84748, 0.48782], [0.99533, 3.37424, -1.93638], [0.39700, 3.25716, -2.67430], [1.07868, 2.50067, -1.55406], [-0.23496, 1.52610, 1.67299], [-0.41021, 1.17730, 2.54698], [0.61817, 1.16240, 1.43607], [0.35518, -2.33825, 1.69265], [0.81733, -2.88152, 1.05430], [0.85757, -1.52406, 1.72331], [-0.82947, 0.05147, -0.44606], [-0.48806, 0.26940, 0.42122], [-0.07497, 0.13550, -1.02907], [1.43854, 0.74043, -1.81394], [1.32158, 0.43037, -2.71194], [2.32675, 1.09685, -1.79688]], "forces_ev_per_a": [[-0.3, 0.0, 0.2], [0.4, 0.4, -0.1], [-0.2, 0.0, -0.1], [0.2, -0.1, 0.0], [0.1, 0.0, -0.4], [0.3, 0.0, 0.3], [-0.4, -1.0, -0.7], [0.0, 0.1, 0.0], [-0.6, 0.3, 0.0], [0.3, 0.7, 0.1], [-0.2, 0.0, -0.1], [-0.5, -0.1, 0.0], [-0.3, 0.4, 0.1], [-0.1, 0.0, 0.3], [0.5, 0.0, 0.4], [0.5, -0.2, 0.8], [0.6, -0.2, 0.0], [0.1, 0.3, -0.2], [-0.6, -0.5, -0.6], [-0.4, 0.3, 0.4], [0.0, -0.1, 0.0], [0.4, -0.4, 0.2], [-0.1, -0.1, -0.4], [0.4, 0.0, -0.2]], "lowdin_charge": [-0.05, 0.00, 0.04, -0.03, 0.05, 0.08, -0.08, -0.03, -0.04, -0.06, 0.04, -0.03, -0.03, 0.06, -0.02, -0.03, 0.06, 0.01, -0.05, -0.02, 0.00, -0.04, 0.09, 0.07]}

=====

# 6
{"formula": "H16O8", "method": "ωB97M-V/def2-TZVPD", "charge": 0, "orbital_gap_ev": 11.05, "lumo_ev": 0.32, "smiles": "O.O.O.O.O.O.O.O", "fmax_ev_per_a": 0.56, "de_lowest_ev": 1.653, "e_tot_ev": -16640.3578, "multiplicity": 1, "homo_ev": -10.729, "species": ["O", "H", "H", "O", "H", "H", "O", "H", "H", "O", "H", "H", "O", "H", "H", "O", "H", "H", "O", "H", "H", "O", "H", "H"], "coordinates": [[-45.04700, -6.32770, -14.03381], [-45.96395, -6.04231, -14.04158], [-44.90541, -6.74541, -14.89899], [-42.35411, -5.54614, -13.54716], [-41.60828, -5.62045, -12.93899], [-43.05965, -6.10217, -13.17855], [-42.66941, -3.13288, -15.08161], [-41.86905, -2.61187, -14.97249], [-42.57436, -3.88009, -14.46629], [-42.25796, -7.54551, -15.67699], [-42.17878, -6.83794, -15.00818], [-43.17782, -7.83709, -15.63094], [-44.08935, -10.88527, -16.31960], [-43.49359, -10.31917, -16.82611], [-43.80822, -11.78027, -16.53048], [-45.13939, -7.37715, -16.66303], [-45.79386, -7.72272, -17.27804], [-44.46504, -6.96572, -17.21847], [-42.18460, -9.00935, -18.04891], [-41.90965, -8.67385, -18.90680], [-42.04184, -8.27719, -17.42297], [-39.17024, -6.58339, -15.11406], [-39.92386, -7.18479, -15.10266], [-38.46287, -7.08812, -15.52685]], "forces_ev_per_a": [[0.4, -0.2, 0.1], [0.0, 0.0, 0.0], [-0.5, 0.2, 0.1], [0.2, -0.5, 0.2], [0.0, 0.0, -0.1], [-0.2, 0.4, -0.1], [0.0, -0.1, 0.1], [0.0, 0.0, 0.0], [-0.1, 0.1, -0.2], [-0.1, 0.2, 0.2], [-0.1, 0.0, -0.3], [0.1, -0.2, 0.1], [0.0, 0.0, 0.0], [0.1, 0.0, -0.2], [0.0, 0.0, 0.0], [0.3, 0.1, -0.2], [0.0, -0.1, 0.1], [-0.1, 0.0, 0.0], [-0.1, 0.2, 0.1], [0.0, -0.1, 0.0], [0.1, -0.2, 0.0], [-0.1, 0.0, 0.1], [0.0, 0.0, -0.1], [0.0, 0.0, 0.0]], "lowdin_charge": [-0.05, 0.05, -0.01, -0.06, 0.08, 0.05, -0.08, 0.03, -0.01, -0.06, 0.02, 0.02, -0.07, -0.01, 0.03, -0.04, 0.07, 0.06, -0.06, 0.04, 0.00, -0.06, 0.01, 0.04]}